Formula: C2Na6O6
Source: OMol25
Level of theory: ωB97M-V/def2-TZVPD

Geometry (Å):
Na: 19.356 16.799 8.544
Na: 13.180 14.579 6.649
Na: 15.549 16.621 11.617
Na: 21.892 13.164 10.028
Na: 19.585 12.911 5.361
Na: 16.443 9.530 9.217
C: 16.722 13.731 8.626
O: 17.895 13.444 9.048
O: 16.331 14.846 8.710
O: 16.550 13.250 7.600
C: 11.599 17.699 10.911
O: 10.408 17.494 11.003
O: 12.121 18.563 11.625
O: 12.179 17.227 9.923

Summary:
**E**: -40835.3629 eV
**LUMO**: -7.201 eV
**Energy above the lowest of the compared OMol25 structures with the same formula, charge and spin**: 6.585 eV
**Total charge**: +2
**Gap between HOMO and LUMO**: 1.423 eV

The net atomic charges from Mulliken, expressed in e, are: 0.507, 0.938, 0.903, 0.504, 0.616, 0.917, 0.593, -0.899, -0.711, -0.656, 0.763, -0.420, -0.503, -0.552